# 1
C15H23NO4 | ωB97M-V/def2-TZVPD

The geometry in XYZ format:
```
43
Properties=species:S:1:pos:R:3:forces:R:3
C -2.060 0.748 -4.006 -1.0 1.0 0.9
N -0.749 0.957 -3.216 -3.3 1.1 -2.6
C -0.096 2.194 -3.275 1.5 -2.2 2.6
C 0.766 2.176 -2.151 -1.1 0.2 -0.6
C 0.491 0.933 -1.380 0.8 4.1 -3.3
O 0.997 0.466 -0.256 1.6 -0.9 2.7
C 2.011 1.084 0.384 2.5 3.0 0.9
O 2.406 2.255 0.191 -1.9 -3.2 -0.1
C 2.862 0.217 1.383 0.0 -1.8 -0.3
C 3.770 -0.640 0.463 1.2 -0.4 -1.1
C 3.790 1.066 2.238 0.2 -0.6 0.4
C 1.997 -0.747 2.325 0.2 4.1 0.2
C -0.445 0.276 -2.077 0.4 2.6 -1.0
O -1.207 -0.642 -1.587 -3.4 -3.8 2.6
C -2.218 -0.290 -0.620 -2.4 2.9 0.7
O -2.865 0.760 -0.688 2.1 -2.4 -1.1
C -2.502 -1.118 0.721 3.6 0.1 -2.4
C -3.931 -1.608 0.894 -0.3 2.2 -1.1
C -1.495 -2.337 0.655 -2.1 0.9 1.0
C -2.079 -0.042 1.794 -1.3 -0.8 0.0
H -2.041 -0.096 -4.690 0.6 0.1 -0.2
H -2.987 0.525 -3.362 1.7 0.5 -0.3
H -2.364 1.705 -4.584 1.0 -1.6 1.0
H -0.207 2.910 -4.085 0.0 -0.4 0.3
H 1.363 3.058 -1.912 0.1 -0.8 0.2
H 4.598 -1.257 0.991 -1.7 1.0 -0.6
H 4.308 0.007 -0.291 -0.4 -0.3 1.0
H 3.179 -1.292 -0.200 0.1 -0.2 0.5
H 4.206 1.890 1.666 0.0 0.1 0.2
H 4.614 0.454 2.715 -0.9 0.5 -0.8
H 3.161 1.386 3.047 0.0 0.9 0.6
H 1.604 -1.464 1.682 -1.0 -1.5 -0.6
H 2.653 -1.143 3.108 -0.3 0.0 -0.2
H 1.170 -0.048 2.774 1.3 -1.7 -0.5
H -4.496 -1.856 -0.038 0.5 0.5 0.7
H -3.867 -2.460 1.473 -0.1 -2.0 1.2
H -4.420 -0.838 1.517 -0.4 -0.5 -0.7
H -1.683 -2.858 1.568 -0.4 -1.0 0.6
H -0.478 -2.079 0.794 1.1 0.6 -0.8
H -1.756 -2.946 -0.205 0.5 -0.1 0.0
H -2.982 0.494 2.111 0.3 -0.1 0.0
H -1.385 0.706 1.479 0.5 0.3 -0.6
H -1.635 -0.510 2.650 0.1 -0.5 0.6
```
Forces are in eV/Å.

## Properties
Structure (SMILES): Cn1ccc(OC(=O)C(C)(C)C)c1OC(=O)C(C)(C)C
Highest occupied orbital energy, eV: -8.0
Gap between HOMO and LUMO, Eh: 0.3190
LUMO level, eV: 0.7

# 2
C15H23O4RuS4Se | ωB97M-V/def2-TZVPD

The geometry in XYZ format:
```
48
Properties=species:S:1:pos:R:3:forces:R:3
Ru -1.054 -1.288 -0.915 -0.1 0.0 -0.2
C 0.560 -3.086 1.298 0.1 -0.1 -0.1
C 0.477 -1.773 2.037 0.0 0.1 0.0
S 0.172 -0.399 0.869 0.2 0.0 -0.1
C -1.141 0.498 1.764 0.3 0.1 0.0
C -2.415 -0.287 1.958 -0.2 -0.2 0.1
S -2.980 -0.959 0.358 0.2 0.4 0.1
C -3.377 -2.682 0.768 -0.2 0.0 -0.1
C -2.229 -3.482 1.335 0.1 0.0 0.0
S -0.828 -3.392 0.179 -0.3 -0.2 -0.2
H 0.651 -3.927 1.986 0.0 0.0 0.0
H 1.424 -3.106 0.630 0.0 0.0 0.0
H 1.415 -1.569 2.552 0.0 0.0 0.0
H -0.313 -1.796 2.785 0.0 0.0 0.0
H -1.328 1.368 1.138 0.1 0.1 -0.1
H -0.742 0.845 2.719 0.0 0.0 0.0
H -3.193 0.362 2.357 0.0 0.0 0.0
H -2.272 -1.103 2.665 -0.1 0.0 0.0
H -3.679 -3.085 -0.203 0.0 0.0 0.0
H -4.240 -2.693 1.435 0.0 0.0 0.0
H -2.524 -4.527 1.433 0.0 0.0 0.0
H -1.929 -3.126 2.320 0.0 0.0 0.0
O -1.650 -3.797 -3.780 0.0 -0.1 0.2
S -1.349 -2.467 -3.343 0.3 -0.2 0.1
O -1.171 -1.482 -4.369 0.0 0.3 -0.4
O -2.398 -1.963 -2.325 0.1 -0.1 0.1
O -0.111 -2.450 -2.398 0.2 0.3 0.2
C 3.869 3.891 0.631 0.0 0.0 0.0
C 2.769 3.139 -0.060 0.0 0.0 0.0
C 3.027 1.961 -0.747 0.1 0.1 0.0
C 2.027 1.250 -1.392 -0.1 0.0 0.0
C 2.353 -0.017 -2.125 0.0 -0.1 0.0
C 0.717 1.738 -1.339 -0.2 0.2 0.3
Se -0.638 0.707 -2.243 -0.6 -0.2 0.1
C 0.427 2.943 -0.678 0.2 -0.3 0.0
C -0.942 3.563 -0.615 0.0 0.0 -0.1
C 1.467 3.617 -0.043 0.0 -0.1 -0.1
H 4.826 3.386 0.512 0.0 0.0 0.0
H 3.668 3.988 1.699 0.0 0.0 0.0
H 3.968 4.899 0.226 0.0 0.0 0.0
H 4.042 1.584 -0.789 0.1 0.0 0.0
H 3.425 -0.201 -2.115 0.1 0.0 0.0
H 2.016 0.032 -3.162 0.0 0.0 0.0
H 1.838 -0.882 -1.695 0.1 0.0 0.0
H -1.708 2.921 -1.040 -0.1 -0.1 0.0
H -0.957 4.505 -1.168 0.0 0.0 0.0
H -1.216 3.795 0.414 0.0 0.0 0.1
H 1.248 4.546 0.473 0.0 0.0 0.0
```
Forces are in eV/Å.

## Properties
Multiplicity: 2
Highest occupied orbital energy (spin up / spin down), eV: -8.1 / -7.9
Gap between HOMO and LUMO (spin up / spin down), Eh: 0.2857 / 0.2310
LUMO level (spin up / spin down), eV: -0.3 / -1.6
⟨S²⟩: 0.758

# 3
C15H24AsF3N2OPdS | ωB97M-V/def2-TZVPD

The geometry in XYZ format:
```
48
Properties=species:S:1:pos:R:3:forces:R:3
Pd -1.420 0.589 -0.953 -0.9 0.2 -0.7
F 5.420 0.948 -2.469 -0.3 0.0 -0.2
C 4.929 0.673 -1.254 1.4 0.2 0.2
F 5.562 -0.447 -0.838 -0.5 0.0 0.0
F 5.368 1.653 -0.432 -0.4 0.0 -0.1
C 3.447 0.524 -1.228 -1.2 -0.2 0.1
C 2.669 0.569 -2.391 1.0 -0.1 0.6
C 1.326 0.284 -2.292 -0.8 -0.4 0.4
N 0.715 -0.006 -1.127 0.9 1.0 0.0
C 1.459 0.035 -0.004 -0.7 -0.2 -0.3
C 2.811 0.274 -0.003 0.8 0.1 -0.7
H 3.128 0.804 -3.340 -0.1 -0.1 -0.1
H 0.683 0.259 -3.167 0.1 0.1 0.1
H 0.915 -0.147 0.920 0.1 0.0 -0.1
H 3.392 0.261 0.907 -0.1 0.0 0.1
S -3.766 0.860 -0.732 1.7 0.4 0.0
C -1.832 4.120 -1.686 0.1 -0.1 -0.1
As -1.243 2.851 -0.318 -1.1 0.1 0.1
C 0.526 3.559 0.162 0.0 -0.3 -0.1
C -2.293 3.413 1.236 0.1 0.0 0.0
H -1.887 5.139 -1.293 0.1 -0.1 0.1
H -2.814 3.812 -2.049 0.1 -0.1 0.2
H -1.134 4.095 -2.528 0.0 0.0 0.1
H 0.468 4.603 0.473 -0.1 -0.1 -0.1
H 1.198 3.473 -0.693 0.0 0.0 0.0
H 0.944 2.970 0.980 -0.1 0.0 0.0
H -2.086 4.459 1.475 0.1 0.0 0.0
H -2.051 2.788 2.100 0.0 0.1 -0.2
H -3.354 3.288 1.016 0.2 -0.1 -0.1
O -1.626 -1.676 -1.478 0.1 0.6 -0.3
C -1.723 -2.238 -0.389 -0.3 -0.5 0.5
C -1.707 -3.744 -0.260 -0.1 0.0 -0.2
C -0.536 -4.300 0.576 0.2 0.2 0.0
C 0.211 -3.253 1.403 -0.1 -0.2 0.3
C -0.611 -2.647 2.541 0.0 0.1 -0.2
C -1.973 -2.118 2.063 0.1 -0.2 0.2
N -1.879 -1.542 0.746 0.1 0.6 -0.2
H -1.679 -4.159 -1.268 -0.1 0.1 0.1
H -2.657 -4.029 0.194 -0.1 0.0 -0.1
H 0.191 -4.744 -0.104 0.0 -0.1 0.0
H -0.906 -5.091 1.233 0.1 0.0 0.0
H 0.552 -2.456 0.738 0.1 -0.1 0.0
H 1.102 -3.715 1.835 0.0 0.0 -0.1
H -0.034 -1.828 2.975 0.0 0.0 0.1
H -0.775 -3.389 3.324 0.0 0.0 0.1
H -2.328 -1.341 2.743 -0.1 -0.1 -0.1
H -2.714 -2.926 2.063 0.1 0.1 0.0
H -1.989 -0.510 0.596 -0.4 -1.0 0.6
```
Forces are in eV/Å.

## Properties
Highest occupied orbital energy (spin up / spin down), eV: -6.3 / -6.3
Gap between HOMO and LUMO (spin up / spin down), Eh: 0.2061 / 0.2060
LUMO level (spin up / spin down), eV: -0.7 / -0.7

# 4
C15H24AuNO4SSb | ωB97M-V/def2-TZVPD

The geometry in XYZ format:
```
47
Properties=species:S:1:pos:R:3:forces:R:3
Au 0.645 1.177 1.769 0.4 0.1 -0.4
C -6.433 -3.792 1.125 0.0 0.0 0.0
C -5.088 -3.111 1.134 0.0 0.0 0.0
C -4.800 -2.090 2.028 0.0 0.0 0.0
C -3.549 -1.476 2.041 0.0 -0.1 -0.1
C -2.574 -1.885 1.144 -0.3 -0.2 0.0
C -2.851 -2.906 0.236 -0.1 0.1 0.1
C -4.095 -3.508 0.239 0.0 0.0 -0.1
S -1.006 -1.075 1.028 0.1 -0.2 0.2
O -0.018 -2.112 0.815 0.0 0.0 0.0
O -0.914 -0.412 2.369 0.2 0.3 0.2
N -1.045 -0.094 -0.130 -0.1 0.5 -0.5
C -2.047 0.985 -0.093 0.1 -0.2 0.0
C -1.479 2.382 -0.421 0.2 -0.1 -0.2
O -2.069 3.029 -1.293 0.0 0.1 0.0
O -0.453 2.766 0.229 -0.2 -0.1 0.2
H -7.136 -3.283 1.785 0.0 0.0 0.0
H -6.357 -4.830 1.457 0.0 0.0 0.0
H -6.866 -3.806 0.122 0.0 0.0 0.0
H -5.562 -1.766 2.729 0.0 0.0 0.0
H -3.326 -0.688 2.746 0.0 0.0 0.0
H -2.084 -3.216 -0.462 0.0 0.0 0.0
H -4.305 -4.303 -0.470 0.0 0.0 0.0
H -2.532 1.087 0.887 0.0 -0.1 0.1
H -2.827 0.786 -0.826 0.0 -0.1 -0.1
C 5.597 1.597 -0.598 0.1 0.0 0.0
C 4.621 2.342 0.313 0.2 0.1 0.1
Sb 2.563 1.785 0.102 -0.7 -0.5 0.5
C 1.966 3.059 -1.475 0.0 0.1 -0.1
C 2.970 3.154 -2.617 0.0 0.1 -0.1
C 2.756 -0.076 -0.926 0.0 -0.1 0.0
C 3.315 -1.165 -0.010 -0.1 0.0 0.0
H 6.624 1.936 -0.439 0.0 0.0 0.0
H 5.367 1.743 -1.653 0.0 0.1 0.0
H 5.581 0.521 -0.419 0.0 0.1 0.0
H 4.653 3.419 0.128 0.0 0.0 0.0
H 4.880 2.203 1.363 0.0 0.0 0.0
H 1.743 4.027 -1.028 0.0 0.0 0.0
H 0.998 2.667 -1.788 0.0 0.0 0.0
H 3.914 3.606 -2.303 0.0 0.0 0.0
H 2.569 3.774 -3.423 0.0 0.0 0.0
H 3.205 2.179 -3.048 -0.1 0.0 0.0
H 3.357 0.067 -1.826 0.1 0.0 0.0
H 1.736 -0.331 -1.226 0.0 0.0 0.0
H 4.265 -0.881 0.452 0.0 0.0 0.0
H 3.484 -2.096 -0.556 0.0 0.0 0.0
H 2.606 -1.388 0.790 0.0 0.0 0.0
```
Forces are in eV/Å.

## Properties
Highest occupied orbital energy, eV: -4.6
Total charge: -1
Gap between HOMO and LUMO, Eh: 0.2731
LUMO level, eV: 2.9

# 5
C15H24BCl30FNOPS | ωB97M-V/def2-TZVPD

The geometry in XYZ format:
```
75
Properties=species:S:1:pos:R:3:forces:R:3
C -0.939 2.719 0.823 0.1 -0.3 0.4
C -0.336 1.321 0.609 -0.7 0.7 0.3
C -0.119 0.971 -0.833 0.8 -0.2 -0.5
F -1.291 1.186 -1.569 -0.2 0.0 0.1
P 1.258 1.972 -1.622 0.4 0.7 0.9
S 2.953 0.663 -1.719 -0.2 -0.4 -0.4
B 0.735 2.336 -3.433 0.0 -0.7 -0.2
O -0.189 3.362 -3.548 1.2 0.7 0.1
N 1.282 1.672 -4.570 -1.5 0.3 -0.3
C 0.951 2.358 -5.834 0.3 -0.3 0.0
C 0.867 0.252 -4.677 1.1 0.0 0.0
H -1.661 2.647 1.629 -0.3 0.1 0.1
H -0.202 3.434 1.160 0.3 0.2 -0.2
H -1.453 3.090 -0.055 -0.1 0.1 -0.2
H 0.574 1.235 1.198 0.2 -0.1 -0.3
H -1.035 0.602 1.020 -0.1 -0.3 0.1
H 0.129 -0.083 -0.928 0.1 -0.2 -0.1
H 2.854 0.149 -0.483 0.0 0.3 0.0
H 0.142 4.095 -3.000 -0.7 -0.2 0.1
H 1.659 2.075 -6.608 0.1 -0.2 -0.1
H 1.017 3.431 -5.725 -0.1 0.3 0.1
H -0.058 2.092 -6.155 0.2 0.1 -0.1
H 1.561 -0.381 -4.136 -0.1 -0.2 0.4
H 0.966 -0.038 -5.716 -0.1 -0.1 -0.3
H -0.158 0.068 -4.367 -0.2 0.0 0.1
Cl -2.870 1.538 -4.476 0.0 0.0 0.0
C -3.324 1.862 -6.147 0.1 -0.1 0.0
Cl -2.274 3.085 -6.871 -0.3 0.1 0.0
Cl -3.291 0.377 -7.104 0.0 0.0 0.0
H -4.335 2.245 -6.151 0.0 0.0 0.0
Cl 2.392 -0.634 1.973 0.1 -0.2 0.1
C 2.300 -0.468 3.730 -0.1 -0.1 0.1
Cl 1.749 1.147 4.178 0.0 0.0 0.0
Cl 1.241 -1.705 4.409 0.1 0.2 0.0
H 3.302 -0.610 4.131 -0.5 0.0 -0.1
Cl -3.540 -1.539 5.762 0.0 0.0 0.0
C -2.423 -2.627 6.596 0.2 0.1 0.0
Cl -1.292 -3.338 5.450 -0.2 -0.1 -0.1
Cl -1.557 -1.781 7.878 -0.1 0.0 -0.1
H -3.001 -3.422 7.044 -0.1 0.0 0.0
Cl 6.200 -2.354 1.488 0.0 0.0 0.0
C 6.061 -2.225 3.239 -0.1 -0.1 -0.1
Cl 5.548 -0.599 3.705 0.5 0.1 0.0
Cl 4.937 -3.427 3.873 0.0 0.0 0.0
H 7.035 -2.406 3.672 0.0 0.0 0.0
Cl 1.662 -0.107 -9.027 -0.1 -0.1 0.1
C 2.089 -1.811 -8.841 0.1 0.0 0.0
Cl 3.839 -2.013 -8.762 0.0 0.0 0.0
Cl 1.313 -2.497 -7.414 0.0 0.0 0.0
H 1.727 -2.344 -9.709 0.0 0.0 0.0
Cl -2.427 -2.365 2.191 0.0 0.0 0.1
C -3.016 -2.564 0.541 0.2 0.1 0.0
Cl -2.433 -1.238 -0.462 -0.2 -0.1 -0.1
Cl -2.519 -4.125 -0.117 0.0 0.0 0.0
H -4.097 -2.531 0.555 0.0 0.0 0.0
Cl -4.064 2.987 7.062 0.0 0.0 0.0
C -5.153 1.600 7.057 0.0 0.1 0.0
Cl -6.008 1.467 8.595 0.0 0.0 0.0
Cl -6.293 1.699 5.713 0.0 0.0 0.0
H -4.556 0.707 6.927 0.0 0.0 0.0
Cl 2.478 4.599 -10.698 0.0 0.0 0.0
C 1.432 3.179 -10.745 0.0 0.1 0.0
Cl 0.530 3.016 -9.237 0.0 0.0 0.0
Cl 0.336 3.254 -12.125 0.0 0.0 0.0
H 2.058 2.303 -10.858 0.0 0.0 0.0
Cl 0.102 2.247 7.284 0.0 0.1 0.0
C 1.112 1.634 8.591 -0.1 -0.1 -0.1
Cl 0.192 0.505 9.587 0.1 0.0 0.2
Cl 2.568 0.867 7.953 0.0 0.0 0.0
H 1.413 2.465 9.213 0.0 0.0 0.0
Cl -1.715 -5.537 8.051 0.0 -0.1 0.2
C -0.963 -7.124 7.864 0.1 0.0 -0.1
Cl -1.485 -7.888 6.363 0.0 0.0 0.0
Cl 0.794 -6.988 7.922 0.0 0.0 0.0
H -1.281 -7.746 8.689 0.0 0.0 0.0
```
Forces are in eV/Å.

## Properties
Structure (SMILES): CC[C@@H](F)P(S)B(O)N(C)C.ClC(Cl)Cl.ClC(Cl)Cl.ClC(Cl)Cl.ClC(Cl)Cl.ClC(Cl)Cl.ClC(Cl)Cl.ClC(Cl)Cl.ClC(Cl)Cl.ClC(Cl)Cl.ClC(Cl)Cl
Highest occupied orbital energy, eV: -7.8
Gap between HOMO and LUMO, Eh: 0.2964
LUMO level, eV: 0.3